Entry 1:
DFT (ωB97M-V with the def2-TZVPD basis set) results for a 2-piece molecular cluster, C5H14N2 overall.

Results
LUMO (eV): 1.085
Frontier orbital gap (eV): 9.1978
SMILES string: C=CC.CCNN
Total energy (eV): -8388.1220

```
21
Properties=species:S:1:pos:R:3:lowdin_charge:R:1
N 1.557 1.162 -0.419 -0.18
N 0.769 1.307 0.767 -0.01
C -2.050 -0.326 -0.593 -0.22
C 1.661 -1.313 -0.177 -0.09
C -2.372 -0.730 0.852 -0.14
C -2.294 0.977 -0.700 -0.05
C 2.458 -0.044 -0.601 -0.22
H -2.109 0.039 1.525 0.05
H -2.092 1.724 0.060 0.05
H 1.322 -1.291 0.814 0.05
H 1.444 1.607 1.465 0.07
H -2.255 -1.170 -1.256 0.09
H 2.216 -2.153 -0.328 0.04
H 0.304 0.518 1.137 0.03
H 2.159 1.965 -0.497 0.08
H -1.706 -1.537 1.172 0.06
H -2.537 1.612 -1.620 0.07
H 0.830 -1.510 -0.692 0.02
H 2.581 0.088 -1.711 0.11
H -3.378 -1.053 0.783 0.06
H 3.490 0.127 0.019 0.13
```

Entry 2:
DFT (ωB97M-V with the def2-TZVPD basis set) results for C5H8O3 in the gas phase.

Results
LUMO (eV): 0.821
Frontier orbital gap (eV): 10.4857
SMILES string: O[C@@]12COC[C@H]1OC2
Total energy (eV): -11451.4047

```
16
Properties=species:S:1:pos:R:3:lowdin_charge:R:1
O 0.577 -0.122 -1.797 -0.13
O -1.393 -0.538 -0.336 -0.02
O 0.113 -0.281 1.856 -0.16
C 0.892 -1.205 0.929 -0.12
C -0.523 0.522 -0.088 -0.43
C 0.943 -0.261 -0.279 -0.13
C -0.392 1.016 1.272 -0.04
C -0.233 0.997 -1.488 -0.16
H 2.020 -1.265 1.196 0.12
H 2.014 0.292 -0.161 0.19
H 0.410 -2.349 0.802 0.18
H -1.273 0.968 1.757 0.10
H -1.116 0.825 -2.238 0.16
H 0.255 1.874 1.411 0.14
H -1.086 -1.189 -1.081 0.17
H 0.270 1.958 -1.560 0.12
```

Entry 3:
DFT (ωB97M-V with the def2-TZVPD basis set) results for a 5-piece molecular cluster, C3H16NO4 overall.

Results
Charge: +2
LUMO (alpha / beta) (eV): -8.036 / -14.935
Frontier orbital gap (alpha / beta) (eV): 10.2522 / 3.2282
2S+1: 2
Total energy (eV): -13028.0278

```
24
Properties=species:S:1:pos:R:3:lowdin_charge:R:1
O -0.440 -1.816 -0.632 0.05
O -3.221 -1.613 0.889 0.28
O 2.193 -2.790 -0.751 0.05
O 0.611 -0.057 -2.671 -0.10
N 0.021 0.592 1.063 0.05
C 0.741 1.681 0.402 -0.26
C -0.467 0.609 2.319 0.24
C 0.328 3.052 0.677 -0.10
H -0.154 -0.341 0.652 0.11
H -4.162 -1.629 0.478 0.20
H 2.608 -3.258 -1.575 0.16
H 0.019 -2.660 -0.651 0.06
H 1.823 1.554 0.697 0.16
H -1.090 -0.176 2.483 0.06
H 0.101 -1.350 -1.294 0.03
H 0.533 3.727 -0.220 0.12
H 0.710 1.417 -0.750 0.15
H 1.816 -3.485 -0.290 0.02
H -0.145 0.155 -3.271 0.09
H 0.773 3.661 1.538 0.12
H -0.847 2.917 0.811 0.13
H -0.588 1.481 3.024 0.16
H -2.613 -1.985 0.231 0.08
H 1.450 0.311 -3.161 0.14
```